The following is a quantum chemistry calculation of a molecular structure, C4F12NaO12S4 at a distorted geometry, from the OMol25 dataset.

Output
HOMO level   -0.057 Eh
Charge   -3
LUMO   5.9 eV
Energy above the lowest of the compared OMol25 structures with the same formula, charge and spin   0.994 eV
HOMO-LUMO gap   7.47 eV
Electronic energy   -109089.842 eV
Molecular weight   619.3 g mol⁻¹

```
33
Properties=species:S:1:pos:R:3:forces:R:3
Na -0.522 -0.786 -0.244 0.46 0.29 0.12
C 3.820 0.454 -0.806 -0.86 -0.70 0.98
F 5.001 0.215 -1.394 0.20 0.24 -0.43
F 4.038 1.320 0.193 0.35 0.09 0.21
F 3.011 1.081 -1.659 0.16 -0.06 -0.44
S 3.061 -1.177 -0.151 0.42 -0.10 0.56
O 2.499 -0.860 1.143 0.03 0.27 -0.49
O 2.081 -1.475 -1.186 0.23 -0.13 0.17
O 4.236 -2.048 -0.063 -0.53 0.34 -0.57
C -1.589 -3.650 3.431 -0.46 1.11 0.13
F -1.070 -4.123 4.571 0.39 -0.11 0.28
F -1.194 -4.444 2.445 0.11 -0.35 -0.29
F -2.929 -3.786 3.574 -0.12 -0.30 -0.30
S -1.193 -1.824 3.143 1.77 0.33 -0.61
O -1.347 -1.686 1.686 -0.28 -0.37 0.93
O -2.195 -1.181 3.947 -0.46 -0.01 0.14
O 0.181 -1.672 3.602 -1.13 -0.54 -0.19
C -0.381 4.107 0.968 0.26 -1.26 0.27
F 0.874 4.390 0.565 -0.15 0.02 0.19
F -0.689 4.968 1.958 -0.15 0.40 -0.24
F -1.174 4.341 -0.093 -0.15 0.23 0.32
S -0.553 2.327 1.618 1.04 -1.20 -0.98
O 0.413 2.246 2.697 -0.45 0.60 -0.50
O -1.938 2.192 1.996 -0.14 0.59 -0.04
O -0.185 1.566 0.405 -0.39 0.64 0.87
C -1.688 0.788 -4.269 0.25 -0.72 1.31
F -2.661 1.309 -3.496 -0.07 0.05 -0.30
F -2.058 0.925 -5.545 -0.07 0.05 -0.30
F -0.591 1.526 -4.074 -0.02 0.13 -0.15
S -1.365 -1.021 -3.794 0.55 -0.41 -0.41
O 0.003 -1.229 -4.232 -0.62 0.20 -0.06
O -1.523 -1.084 -2.337 -0.38 0.29 -0.96
O -2.375 -1.710 -4.597 0.24 0.38 0.79
```
Forces are in eV/Å.

Here are the Mulliken charges for atoms 1 to 6, given in e: Na 1.156; C 0.577; F -0.262; F -0.261; F -0.225; S 1.172